No. 1
{
  "formula": "C12H14Cl3N2",
  "method": "ωB97M-V/def2-TZVPD",
  "largest_force_ev_per_a": 4.55,
  "lumo_ev": 3.2,
  "de_lowest_kcal_mol": 99.2,
  "multiplicity": 1,
  "charge": -1,
  "orbital_gap_ha": 0.26461,
  "homo_ev": -4.05,
  "species": ["Cl", "Cl", "C", "C", "Cl", "H", "H", "H", "H", "N", "C", "C", "C", "C", "C", "H", "H", "H", "H", "H", "N", "C", "C", "C", "C", "C", "H", "H", "H", "H", "H"],
  "positions_angstrom": [[0.23275, -1.68235, -1.16747], [-0.89010, -1.89995, -4.62849], [-0.40124, -0.45589, -3.67061], [-1.33647, 0.66243, -4.13852], [-1.10929, 2.06158, -3.18577], [0.64547, -0.30143, -3.93260], [-0.36656, -0.66344, -2.60112], [-2.37558, 0.34161, -4.06484], [-1.23411, 0.97070, -5.17900], [0.10572, -1.66805, 1.58817], [0.86042, -0.65856, 1.04720], [2.16692, -0.42549, 1.40280], [2.80949, -1.27039, 2.30705], [2.05175, -2.28855, 2.89176], [0.71355, -2.44045, 2.53235], [0.37876, -0.04924, 0.29678], [2.76679, 0.34975, 0.94940], [3.84575, -1.00880, 2.46235], [2.44024, -2.95125, 3.65091], [0.13645, -3.24935, 2.95548], [-1.63821, 0.00310, 0.70761], [-0.77073, 0.64175, -0.13630], [-0.33918, 1.94042, -0.05798], [-0.65205, 2.60462, 1.10269], [-1.44315, 1.97218, 2.06501], [-1.98502, 0.74285, 1.82497], [-0.51912, 0.05037, -1.00427], [0.41601, 2.24520, -0.76735], [-0.14794, 3.54133, 1.28936], [-1.71130, 2.58828, 2.91054], [-2.65003, 0.29695, 2.54977]]
}

No. 2
{
  "formula": "C26H35N3RuSSi2Te",
  "method": "ωB97M-V/def2-TZVPD",
  "largest_force_ev_per_a": 3.10,
  "lumo_ev": [-4.1, -3.5],
  "de_lowest_kcal_mol": 71.4,
  "multiplicity": 2,
  "charge": 1,
  "orbital_gap_ha": [0.23778, 0.25378],
  "homo_ev": [-10.57, -10.42],
  "species": ["Ru", "N", "N", "C", "N", "S", "H", "H", "H", "H", "H", "C", "Si", "C", "C", "C", "C", "C", "C", "C", "H", "H", "H", "H", "H", "H", "H", "H", "H", "H", "H", "C", "Si", "C", "C", "C", "C", "H", "H", "H", "H", "H", "H", "H", "H", "H", "Te", "C", "C", "C", "C", "C", "C", "C", "C", "C", "C", "C", "C", "H", "H", "H", "H", "H", "H", "H", "H", "H", "H"],
  "positions_angstrom": [[0.24093, 0.62946, -0.97216], [2.87483, 1.47476, -1.48086], [2.98963, 2.87016, -1.53786], [1.87963, 3.63446, -1.65876], [2.00283, 4.96096, -1.52546], [0.37933, 2.98566, -2.05386], [3.12683, 1.10376, -0.55826], [3.48353, 1.04026, -2.17626], [3.83463, 3.31406, -1.18076], [2.85623, 5.41706, -1.24366], [1.18333, 5.52306, -1.67636], [-2.10917, 0.44666, -3.16596], [-2.43767, 0.86476, -1.28556], [-2.43407, -0.69994, -0.11046], [-4.19227, 1.60456, -1.18536], [-5.11757, 1.28446, -2.17846], [-6.39537, 1.81186, -2.16066], [-6.77667, 2.69336, -1.16366], [-5.88157, 2.99236, -0.15046], [-4.60737, 2.44996, -0.15676], [-2.38487, -0.58194, -3.39656], [-1.07267, 0.60546, -3.47656], [-2.72067, 1.11036, -3.77276], [-3.04227, -1.49474, -0.53476], [-2.86657, -0.41884, 0.84454], [-1.43487, -1.10544, 0.09914], [-4.84737, 0.61176, -2.97996], [-7.08967, 1.54006, -2.94066], [-7.76017, 3.14196, -1.17696], [-6.17607, 3.66676, 0.64114], [-3.92627, 2.69926, 0.64644], [1.17613, -0.36874, 4.94174], [0.44153, 1.21286, 4.16964], [1.40213, 2.72476, 4.81844], [-1.39867, 1.36956, 4.64204], [0.52603, 1.02916, 2.31604], [0.49263, 0.85196, 1.10224], [1.04693, -0.34564, 6.01984], [2.23783, -0.47014, 4.73964], [0.68523, -1.26134, 4.56814], [1.29923, 2.76616, 5.89914], [1.02643, 3.65996, 4.41834], [2.46213, 2.67516, 4.59364], [-1.51117, 1.40316, 5.72124], [-1.97177, 0.52516, 4.27504], [-1.84167, 2.27166, 4.23434], [1.19323, -1.44404, -2.46666], [0.59243, -3.41314, -1.85086], [0.68943, -4.45894, -2.75586], [0.41993, -5.74954, -2.33586], [0.05653, -5.99494, -1.02326], [-0.04847, -4.94344, -0.12656], [0.22093, -3.64944, -0.53776], [3.01803, -1.61764, -1.33306], [2.99043, -1.36144, 0.02974], [4.15883, -1.43724, 0.76764], [5.35343, -1.75884, 0.13944], [5.37403, -2.02614, -1.21946], [4.20473, -1.96294, -1.95876], [0.97763, -4.27494, -3.78316], [0.50263, -6.56334, -3.04026], [-0.13967, -7.00574, -0.69616], [-0.33677, -5.12164, 0.89794], [0.14593, -2.83014, 0.16644], [2.05873, -1.08044, 0.51864], [4.13133, -1.24214, 1.82934], [6.26513, -1.81654, 0.71274], [6.29863, -2.28644, -1.70856], [4.22133, -2.18064, -3.01656]]
}

No. 3
{
  "formula": "C17H46N8O4P2",
  "method": "ωB97M-V/def2-TZVPD",
  "largest_force_ev_per_a": 5.04,
  "lumo_ev": 0.6,
  "multiplicity": 1,
  "smiles": "[H]/N=C(\\C)C[C@H](N)OC=O.CN(C)P(=O)(N(C)C)N(C)C.CN(C)P(=O)(N(C)C)N(C)C",
  "orbital_gap_ha": 0.31304,
  "homo_ev": -7.95,
  "species": ["C", "C", "N", "C", "C", "N", "O", "C", "O", "H", "H", "H", "H", "H", "H", "H", "H", "H", "H", "O", "P", "N", "C", "C", "N", "C", "C", "N", "C", "C", "H", "H", "H", "H", "H", "H", "H", "H", "H", "H", "H", "H", "H", "H", "H", "H", "H", "H", "O", "P", "N", "C", "C", "N", "C", "C", "N", "C", "C", "H", "H", "H", "H", "H", "H", "H", "H", "H", "H", "H", "H", "H", "H", "H", "H", "H", "H"],
  "positions_angstrom": [[1.53187, -7.24864, 1.16432], [0.26249, -6.54903, 1.59864], [0.06663, -5.31484, 1.38946], [-0.75741, -7.37206, 2.34470], [-1.99443, -7.75378, 1.53411], [-1.67691, -8.14591, 0.16589], [-3.02617, -6.77134, 1.58193], [-3.00801, -5.78192, 0.63974], [-2.96282, -4.63604, 0.94468], [1.36570, -8.27629, 0.85073], [2.21850, -7.22515, 2.01147], [2.01323, -6.69514, 0.36248], [0.84083, -4.89769, 0.87488], [-1.10577, -6.78002, 3.18751], [-0.28788, -8.28498, 2.70577], [-2.43844, -8.60978, 2.04478], [-2.32408, -8.87536, -0.10676], [-0.76161, -8.57653, 0.14388], [-3.13919, -6.08196, -0.40050], [1.46093, 0.40195, 0.01656], [1.84612, -0.45944, -1.14331], [1.41877, 0.51446, -2.49418], [0.06209, 0.63759, -2.99574], [2.18811, 1.74008, -2.61541], [0.84176, -1.80366, -0.87704], [0.06882, -2.50407, -1.88202], [0.14746, -1.86674, 0.41214], [3.02240, -1.43300, -2.03323], [4.37204, -1.38760, -1.44821], [3.11908, -1.39996, -3.48111], [0.10034, 0.86742, -4.06587], [-0.52053, 1.41801, -2.48913], [-0.48073, -0.29932, -2.91469], [3.23056, 1.51902, -2.88074], [2.19658, 2.31823, -1.68258], [1.78243, 2.37360, -3.40277], [-0.86666, -1.98649, -2.12045], [-0.20249, -3.49696, -1.51463], [0.63216, -2.67610, -2.80011], [-0.74097, -1.22510, 0.43576], [0.80370, -1.57325, 1.22496], [-0.16612, -2.89072, 0.61172], [4.86645, -0.42302, -1.61893], [4.99851, -2.17770, -1.86399], [4.31717, -1.55064, -0.36826], [3.59555, -0.49131, -3.87140], [2.14829, -1.50006, -3.95688], [3.72306, -2.25829, -3.78887], [-2.18890, 3.51387, 0.37412], [-1.63348, 4.68264, 1.12291], [-1.63022, 5.93122, -0.06375], [-0.60535, 6.06595, -1.07800], [-2.95098, 6.32169, -0.52416], [-0.10734, 4.07952, 1.55323], [1.14310, 4.80029, 1.47106], [0.12500, 2.64750, 1.32995], [-1.65133, 5.79681, 2.49429], [-2.80199, 5.59372, 3.38927], [-1.39808, 7.21779, 2.34378], [-0.52548, 7.11971, -1.36622], [-0.80436, 5.47084, -1.97997], [0.37379, 5.79015, -0.69621], [-3.50204, 6.83720, 0.27317], [-3.55040, 5.45972, -0.84084], [-2.87880, 7.01174, -1.36369], [1.55039, 4.81033, 0.45249], [1.88932, 4.31943, 2.10755], [1.06354, 5.82421, 1.83884], [0.34778, 2.42766, 0.28443], [-0.74022, 2.06440, 1.62664], [0.96224, 2.30367, 1.93689], [-3.74155, 5.94359, 2.94321], [-2.65032, 6.11512, 4.33501], [-2.91376, 4.53063, 3.61875], [-2.23616, 7.77211, 1.90123], [-0.51360, 7.41341, 1.74498], [-1.21222, 7.62457, 3.34174]]
}

No. 4
{
  "formula": "C30H34N2O3",
  "method": "ωB97M-V/def2-TZVPD",
  "largest_force_ev_per_a": 3.51,
  "lumo_ev": 0.4,
  "de_lowest_kcal_mol": 83.6,
  "multiplicity": 1,
  "smiles": "CCOC(=O)[C@@]1(C(c2cn(C)c3ccccc23)c2cn(C)c3ccccc23)CCCCCCC1=O",
  "orbital_gap_ha": 0.26406,
  "homo_ev": -6.74,
  "species": ["C", "C", "O", "C", "C", "C", "O", "C", "C", "C", "C", "C", "C", "O", "H", "H", "H", "H", "H", "H", "H", "H", "H", "H", "H", "H", "H", "H", "H", "H", "H", "C", "N", "C", "C", "C", "C", "C", "N", "C", "C", "C", "C", "C", "C", "C", "C", "C", "C", "C", "C", "C", "H", "H", "H", "H", "H", "H", "H", "H", "H", "H", "H", "H", "H", "H", "H", "H", "H"],
  "positions_angstrom": [[-1.20934, 2.92955, 4.33582], [0.21053, 2.81818, 3.84948], [0.04134, 2.52186, 2.43674], [1.17293, 2.32255, 1.70021], [0.82954, 1.52473, 0.41418], [2.00791, 1.57749, -0.56223], [3.06641, 0.98125, -0.28851], [2.02977, 2.16188, -1.96317], [1.40889, 1.23738, -3.02467], [-0.10722, 1.28744, -3.04347], [-0.78453, 0.61685, -1.83252], [-1.42754, 1.63410, -0.89124], [-0.34880, 2.38268, -0.16737], [2.27766, 2.68009, 2.05537], [-1.26290, 3.11491, 5.40881], [-1.71118, 3.74367, 3.80572], [-1.74363, 2.00183, 4.12056], [0.78733, 3.74419, 3.96951], [0.75017, 1.99669, 4.34082], [1.61486, 3.17693, -2.01623], [3.10604, 2.22534, -2.18661], [1.78137, 1.55645, -4.01172], [1.78283, 0.21059, -2.88347], [-0.41811, 2.33774, -3.11428], [-0.46008, 0.78703, -3.95634], [-1.53772, -0.10379, -2.18580], [-0.05427, 0.03384, -1.26048], [-2.09725, 2.29413, -1.45746], [-2.06029, 1.15974, -0.13857], [-0.79090, 3.00885, 0.61852], [0.16009, 3.08029, -0.85189], [4.21750, -1.73769, -2.04278], [2.99496, -1.70234, -1.27660], [2.84950, -0.96555, -0.10978], [1.46816, -1.00140, 0.26168], [0.82904, 0.10665, 1.03242], [-0.33030, -0.31459, 1.90938], [-1.65460, -0.45002, 1.52996], [-2.40889, -0.87131, 2.60744], [-3.83488, -1.08864, 2.58676], [-1.57655, -1.08849, 3.69630], [-0.24138, -0.79766, 3.29304], [0.76124, -1.05617, 4.22565], [0.42678, -1.58664, 5.49085], [-0.91026, -1.82681, 5.85436], [-1.93909, -1.57121, 4.94221], [0.86660, -2.05206, -0.51568], [1.82536, -2.40197, -1.52860], [1.52541, -3.21174, -2.62789], [0.24389, -3.79050, -2.66017], [-0.68912, -3.51504, -1.65524], [-0.40710, -2.64336, -0.60402], [4.00227, -2.14811, -3.03312], [4.61530, -0.72054, -2.15640], [4.99245, -2.35426, -1.56078], [3.74798, -0.81186, 0.46247], [1.61641, 0.19111, 1.80656], [-2.11050, -0.36710, 0.55500], [-4.20396, -1.13983, 3.61631], [-4.30933, -0.24231, 2.07466], [-4.10518, -2.02114, 2.06609], [1.80880, -0.90042, 3.95952], [1.20947, -1.81362, 6.22037], [-1.13863, -2.22410, 6.84067], [-2.98375, -1.73264, 5.19768], [2.25961, -3.36284, -3.41750], [-0.01057, -4.46327, -3.46886], [-1.67317, -3.98959, -1.70746], [-1.13736, -2.45357, 0.17738]]
}